(1)
Molecular formula: C24H45N4O2PdSbSi3
Method: DFT, the ωB97M-V functional and the def2-TZVPD basis

Charge   -2
Energy above the lowest of the compared OMol25 structures with the same formula, charge and spin   25.6 kJ/mol
Highest occupied orbital energy   -1.1 eV
Frontier orbital gap   5.981 eV

Last column: Löwdin charge in e.
Positions of all 80 atoms, in Å:
Pd: -0.08641 -0.01364 0.26750  0.4697
C: -1.03703 0.07652 3.77366  -0.4275
Sb: -1.29106 -1.29386 2.06511  1.2003
C: 0.69220 -1.71190 1.43795  -0.6128
C: 1.87777 -1.04495 1.98956  -0.4530
C: 2.02069 -0.69014 3.34903  -0.0759
C: 3.12824 0.00660 3.77896  -0.1005
C: 4.13119 0.33115 2.87030  -0.1115
C: 3.95938 -0.11376 1.56913  -0.1800
N: 2.89677 -0.77702 1.13488  0.0701
Si: 1.01140 -3.46323 0.85696  0.4176
C: 0.94886 -3.96101 -0.95878  -0.1702
C: -0.23132 -4.63591 1.66493  -0.2325
C: 2.70828 -4.03491 1.51002  -0.1894
C: -1.05867 1.81790 -0.59675  -0.4198
C: 0.05727 1.86603 -1.52196  -0.3997
C: 0.00661 2.10726 -2.92172  -0.0329
C: 1.16627 2.22071 -3.64654  -0.0997
C: 2.40994 2.05655 -3.02418  -0.1248
C: 2.39051 1.73205 -1.68258  -0.1833
N: 1.27909 1.64005 -0.95959  0.0506
Si: -0.71538 2.89250 0.87499  0.4306
C: -0.57124 4.69078 0.24341  -0.1922
C: 0.86018 2.73456 1.91711  -0.2019
C: -2.18669 2.91372 2.07741  -0.1886
Si: -2.80914 1.58541 -1.17259  0.4529
C: -3.78527 3.22501 -1.17352  -0.1971
C: -2.99623 0.95470 -2.94551  -0.1940
C: -3.82099 0.38910 -0.13575  -0.1972
H: -0.85320 -0.49637 4.68747  -0.0321
H: -1.99485 0.59052 3.88448  -0.0397
H: -0.25131 0.81956 3.64569  -0.0340
H: 1.24395 -0.97137 4.04289  0.0781
H: 3.21138 0.29280 4.82251  0.0933
H: 5.01154 0.89253 3.15520  0.0775
H: 4.72670 0.07548 0.81994  0.0944
H: -0.09471 -4.13057 -1.22612  0.0162
H: 1.48991 -4.91335 -1.03132  0.0202
H: 1.36578 -3.26950 -1.68509  -0.0119
H: -1.23216 -4.43134 1.27708  0.0005
H: -0.24380 -4.50948 2.75070  0.0099
H: 0.02544 -5.67627 1.43167  0.0174
H: 3.01948 -4.94059 0.98061  0.0109
H: 2.62985 -4.28141 2.57426  0.0187
H: 3.49241 -3.28598 1.39678  0.0055
H: -0.94622 2.23716 -3.40876  0.0742
H: 1.11118 2.43130 -4.70967  0.0933
H: 3.34200 2.11691 -3.56998  0.0845
H: 3.31070 1.50382 -1.15069  0.0953
H: 0.24225 4.75282 -0.48667  0.0192
H: -0.35342 5.40013 1.05001  0.0140
H: -1.49529 5.00068 -0.25289  0.0056
H: 1.66101 3.29535 1.42617  0.0193
H: 1.21240 1.71453 2.05960  -0.0131
H: 0.67810 3.18579 2.90002  0.0206
H: -2.83472 3.76931 1.86493  0.0120
H: -1.81487 3.01687 3.10029  0.0144
H: -2.79505 2.01197 2.04785  -0.0064
H: -3.27773 3.97235 -1.79133  0.0154
H: -3.89488 3.64137 -0.16913  0.0024
H: -4.78851 3.06885 -1.58477  0.0136
H: -2.95836 1.75961 -3.68559  0.0130
H: -3.98544 0.48893 -3.02222  0.0260
H: -2.25007 0.19090 -3.17023  0.0118
H: -3.82549 0.63491 0.92665  -0.0045
H: -3.44159 -0.63024 -0.23759  -0.0035
H: -4.85802 0.42076 -0.49370  0.0231
N: 3.31127 -1.52257 -1.99906  -0.0792
N: 2.05906 -1.33346 -2.70722  -0.0583
H: 3.49561 -2.51842 -2.02255  0.0305
H: 3.17927 -1.28215 -1.01542  0.0111
H: 1.31168 -1.34594 -2.01741  0.0133
H: 2.08971 -0.38870 -3.06670  0.0137
C: -2.57601 -2.94948 -2.95841  -0.0351
C: -1.91481 -2.36365 -1.69675  -0.7805
O: -2.20667 -2.89317 -0.59823  -0.1371
O: -1.13324 -1.40404 -1.89808  -0.1057
H: -3.31208 -3.71403 -2.70833  0.0532
H: -1.79646 -3.38471 -3.58911  0.0628
H: -3.04690 -2.14870 -3.53333  0.0487

Cartesian forces, eV/Å:
Pd -0.23 -0.27 0.07
C 0.01 0.03 0.06
Sb 0.08 -0.04 0.00
C 0.09 0.18 -0.04
C -0.06 0.06 -0.01
C 0.04 -0.02 -0.03
C 0.02 0.00 0.00
C -0.02 -0.01 0.01
C 0.01 0.00 -0.01
N 0.01 -0.04 0.00
Si -0.19 0.13 -0.10
C 0.03 -0.06 0.09
C 0.05 -0.03 -0.03
C -0.06 0.00 0.08
C 0.14 -0.07 0.05
C 0.06 -0.05 -0.15
C -0.02 0.11 0.08
C 0.09 -0.01 0.02
C -0.08 0.01 -0.05
C 0.03 0.02 0.05
N -0.03 -0.08 0.01
Si -0.13 -0.04 0.04
C -0.02 -0.02 0.05
C 0.01 0.09 -0.08
C 0.03 0.11 0.03
Si 0.17 -0.07 0.02
C 0.01 -0.01 0.02
C -0.10 0.02 0.00
C -0.06 0.07 -0.03
H -0.01 0.01 0.01
H 0.01 0.00 0.02
H -0.01 0.00 -0.01
H -0.01 0.00 0.00
H 0.02 0.01 0.00
H 0.00 0.00 0.00
H 0.01 0.00 0.02
H -0.01 0.00 0.00
H -0.05 -0.01 -0.07
H 0.02 -0.04 0.05
H 0.01 0.02 -0.01
H 0.00 -0.03 0.00
H -0.01 0.00 0.01
H -0.02 -0.02 0.02
H 0.03 0.04 0.00
H 0.00 0.02 -0.05
H -0.01 0.01 0.02
H 0.01 0.00 0.00
H 0.00 0.00 0.00
H 0.00 0.01 -0.02
H -0.01 0.01 -0.01
H -0.01 -0.01 0.00
H 0.01 0.02 0.00
H 0.02 -0.04 0.02
H -0.06 -0.04 -0.02
H 0.03 0.04 0.00
H -0.01 -0.02 0.02
H -0.02 0.04 0.00
H 0.04 -0.04 -0.04
H 0.00 0.00 -0.01
H 0.00 0.00 -0.01
H 0.00 0.00 0.00
H 0.01 -0.03 -0.02
H 0.00 0.01 0.00
H 0.04 0.03 0.02
H -0.01 0.00 0.01
H 0.03 0.00 -0.03
H 0.00 -0.04 0.03
N 0.01 0.07 -0.09
N 0.37 -0.04 0.27
H 0.02 -0.01 0.02
H 0.00 -0.01 0.03
H -0.42 0.03 -0.22
H -0.08 0.01 -0.06
C -0.01 -0.02 -0.05
C -0.01 0.05 0.15
O 0.06 -0.02 -0.08
O 0.11 -0.04 -0.09
H 0.00 0.01 0.02
H 0.00 0.00 0.01
H 0.00 0.00 0.01


(2)
Molecular formula: C24H45NP2SiTc
Method: DFT, the ωB97M-V functional and the def2-TZVPD basis

Spin multiplicity   4
Charge   +2
Energy above the lowest of the compared OMol25 structures with the same formula, charge and spin   0.0 kJ/mol
Highest occupied orbital energy (spin up / spin down)   -13.1 / -13.1 eV
Frontier orbital gap (spin up / spin down)   6.492 / 2.879 eV

Last column: Mulliken spin population.
Positions of all 74 atoms, in Å:
P: -1.98422 -1.97562 -1.54610  0.0381
P: -2.07635 -0.02021 1.33750  -0.1965
C: -2.77711 -2.37064 0.04532  0.0048
C: -3.26227 -0.95065 0.26063  0.0258
H: -1.96124 -2.76525 0.67477  0.0096
H: -3.57533 -3.13076 0.02187  -0.0011
H: -3.23276 -0.26588 -0.61647  -0.0013
H: -4.28323 -0.92705 0.62280  0.0057
C: -1.62376 -1.31538 2.56724  0.0024
H: -0.87464 -0.87028 3.22625  0.0032
H: -1.16700 -2.20135 2.12215  -0.0100
H: -2.51097 -1.62827 3.12582  0.0020
C: -3.28900 1.05233 2.11777  0.0459
H: -3.27890 0.89264 3.18277  0.0084
H: -4.26266 0.80122 1.72833  -0.0055
H: -3.09075 2.11500 1.94535  -0.0139
C: -1.99965 -3.89648 -1.81508  0.0322
H: -2.16287 -4.16437 -2.87015  0.0016
H: -2.78572 -4.41414 -1.22653  0.0011
H: -1.03208 -4.30367 -1.48953  -0.0132
C: -3.50694 -1.82590 -2.66259  0.0040
H: -4.14651 -0.99544 -2.37296  0.0000
H: -4.14204 -2.71798 -2.66986  0.0013
H: -3.20250 -1.64372 -3.69576  -0.0003
Tc: -0.90118 1.46374 0.51086  1.4845
C: 1.07203 -3.16406 -0.95223  0.2220
C: 1.88477 -4.04967 -1.49669  0.2845
C: 2.75710 -3.78161 -2.67643  0.0263
C: 2.19343 -2.85362 -3.77487  0.0127
C: 0.71012 -2.71850 -4.03835  0.0999
C: 0.01429 -1.69593 -3.53800  -0.0042
C: 0.60858 -0.89326 -2.39185  0.0620
C: 1.16041 -1.64437 -1.09674  0.0360
C: 0.20643 2.10666 -1.20596  -0.0949
H: 0.24867 -3.40924 -0.23222  0.0280
H: 1.92430 -5.03936 -1.01207  0.0069
H: 3.07313 -4.73322 -3.09979  0.0054
H: 3.68218 -3.31002 -2.31820  0.0699
H: 2.56360 -1.85241 -3.55756  0.0008
H: 2.64285 -3.07820 -4.75207  0.0102
H: 0.20576 -3.48766 -4.62823  0.0017
H: -1.03316 -1.40465 -3.82101  0.0022
H: -0.06533 -0.09488 -2.04970  -0.0215
H: 1.46474 -0.28805 -2.73568  0.0152
H: 2.18808 -1.25236 -0.96384  0.0192
H: 0.64397 -1.17345 -0.21623  0.0839
H: 0.66646 3.11364 -1.23524  0.0197
H: -0.37663 1.96828 -2.13846  -0.0023
H: 1.06221 1.41451 -1.24661  0.0078
C: -1.43133 3.76257 0.89144  0.0812
Si: 0.06369 3.80171 1.97115  0.0375
C: 1.35854 5.11726 1.64256  0.0034
C: -0.28441 4.12818 3.76269  0.0125
N: 0.63448 2.18093 1.67101  0.3643
C: 1.92026 1.82308 2.00070  -0.1028
C: 2.55142 0.75927 1.32315  0.1061
C: 3.93864 0.65852 1.36083  -0.0412
C: 4.71006 1.54321 2.14509  0.1129
C: 4.05997 2.51129 2.93045  -0.0455
C: 2.67486 2.59231 2.92777  0.0782
H: -1.13754 4.51704 0.13507  0.0006
H: -2.17528 4.21928 1.56240  0.0097
H: -1.97797 2.88038 0.36427  -0.0383
H: 0.96251 6.06278 2.04763  0.0007
H: 2.31399 4.92354 2.15558  -0.0017
H: 1.58328 5.26778 0.57999  0.0004
H: -1.08319 3.48832 4.13571  0.0032
H: 0.59279 3.98664 4.39397  -0.0002
H: -0.58413 5.17565 3.86195  0.0003
H: 1.93242 0.08361 0.73505  0.0927
H: 4.42560 -0.12548 0.78341  -0.0001
H: 5.79952 1.48158 2.17004  0.0036
H: 4.61815 3.21933 3.54098  -0.0010
H: 2.16538 3.32073 3.56073  0.0034

Cartesian forces, eV/Å:
P -2.16 -4.36 -1.19
P -3.05 -7.32 2.45
C -0.11 0.96 -0.80
C 0.22 0.89 1.47
H -0.75 0.43 -0.05
H 0.25 0.62 -0.15
H -0.42 -0.74 -0.04
H -0.08 0.22 0.40
C 0.14 0.60 0.35
H -0.18 -0.07 0.19
H 0.01 0.37 0.06
H 0.14 0.02 0.03
C 0.16 1.25 0.72
H -0.01 0.00 0.50
H -0.23 0.10 -0.11
H -0.25 -0.13 0.21
C 1.03 -0.11 -0.87
H 0.31 0.07 0.29
H 0.44 0.61 -0.40
H -0.33 -0.27 -0.30
C 0.11 0.41 0.21
H 0.03 0.19 -0.03
H 0.34 0.00 0.23
H 0.08 -0.01 0.07
Tc 5.70 6.38 -1.98
C -3.04 4.64 2.25
C 2.50 -2.52 -1.49
C -0.83 -0.97 0.05
C -0.22 1.11 -0.56
C -0.19 -0.55 0.03
C -0.42 0.69 1.02
C 0.51 1.12 -1.04
C 0.20 0.24 1.01
C 0.47 -0.88 -0.52
H 1.10 -0.40 -0.77
H 0.08 0.33 -0.40
H 0.04 -0.12 0.12
H 0.05 0.04 0.23
H -0.03 0.04 -0.03
H 0.14 -0.40 0.41
H 0.28 0.37 -0.25
H 1.28 -0.73 0.02
H -0.04 -0.94 -0.03
H -0.02 -0.48 -0.20
H -0.10 -0.79 -0.35
H -0.02 -0.70 -0.80
H -0.66 -0.26 0.46
H 0.03 0.10 0.42
H -0.15 0.22 -0.01
C -0.44 1.46 -0.36
Si 1.51 0.43 1.17
C -0.14 0.26 -0.67
C -0.64 -0.23 0.01
N -1.57 -1.37 -0.16
C 0.52 -0.58 0.25
C 0.38 0.52 0.15
C 0.14 0.00 0.46
C -0.49 0.07 -0.10
C -0.11 -0.50 -0.03
C 0.00 0.08 -0.65
H -0.76 -0.47 -0.10
H -0.24 -0.20 -0.50
H -0.07 1.70 -0.03
H 0.12 -0.20 -0.22
H -0.52 0.02 -0.22
H 0.03 0.07 0.15
H -0.09 0.05 0.26
H -0.11 0.01 -0.04
H -0.10 -0.09 0.07
H 0.24 0.29 0.05
H 0.01 0.17 0.17
H -0.38 -0.05 -0.14
H 0.01 -0.36 -0.05
H 0.37 -0.35 -0.30


(3)
Molecular formula: C24H46BFeN10
Method: DFT, the ωB97M-V functional and the def2-TZVPD basis

Spin multiplicity   2
Charge   +2
Highest occupied orbital energy (spin up / spin down)   -14.6 / -14.6 eV
Frontier orbital gap (spin up / spin down)   7.904 / 7.848 eV

Last column: Mulliken spin population.
Positions of all 82 atoms, in Å:
Fe: -0.04479 0.00823 0.02545  1.0807
N: 1.98522 -0.14262 0.03313  -0.0290
C: 2.96766 0.48039 0.96489  0.0028
C: 2.53244 1.85217 1.44577  -0.0075
N: 1.13754 1.81138 1.85025  0.0539
C: 0.43768 3.07077 1.65391  -0.0073
C: 0.13961 3.25260 0.18015  0.0013
N: -0.46404 2.02572 -0.39845  -0.0207
C: 0.92314 1.23182 3.16786  -0.0034
C: -0.40753 0.50420 3.18313  0.0014
N: -0.52266 -0.38897 1.99935  -0.0154
H: 2.12104 -1.14830 0.06211  0.0058
H: 2.23076 0.10778 -0.91967  0.0008
H: 3.94111 0.54386 0.47578  0.0001
H: 3.09315 -0.19601 1.80702  -0.0015
H: 2.64293 2.57881 0.64268  -0.0015
H: 3.19579 2.18465 2.25319  0.0054
H: 1.00541 3.93097 2.02903  0.0070
H: -0.49321 3.04486 2.22103  -0.0008
H: 1.04991 3.47812 -0.37316  -0.0018
H: -0.53281 4.09926 0.02935  0.0009
H: -0.37393 2.06974 -1.41051  0.0059
H: -1.46453 2.05577 -0.23960  0.0039
H: 0.95169 1.98205 3.96681  0.0047
H: 1.72908 0.53116 3.38033  0.0001
H: -1.23533 1.20532 3.17364  -0.0029
H: -0.50888 -0.08634 4.09605  0.0004
H: -1.47251 -0.74800 1.93868  0.0027
H: 0.05027 -1.20482 2.18740  0.0071
C: 0.84114 3.10799 -3.52184  -0.0001
C: 1.64120 1.83748 -3.19465  -0.0009
C: 2.59437 2.08835 -2.03424  0.0013
C: 0.70989 0.63729 -3.12586  0.0042
C: 0.27102 0.07767 -4.32562  -0.0004
C: -0.59606 -0.92608 -3.97710  -0.0015
N: -0.66074 -0.97953 -2.64686  -0.0084
N: 0.14322 -0.03417 -2.08595  -0.0332
B: -1.58847 -1.89739 -1.85199  0.0386
N: -2.58079 -1.03068 -1.07980  -0.0075
C: -3.91313 -1.01480 -1.12003  0.0002
C: -4.36195 -0.04788 -0.24646  -0.0019
C: -3.21231 0.50794 0.31072  -0.0024
N: -2.12262 -0.10878 -0.20361  -0.0511
C: -3.18787 1.63094 1.30948  0.0042
C: -3.78360 2.90960 0.70901  0.0003
C: -3.93232 1.23875 2.58785  0.0002
N: -0.75982 -2.70278 -0.85325  -0.0038
C: -0.76276 -4.02851 -0.74836  -0.0017
C: 0.13448 -4.38055 0.23009  -0.0002
C: 0.68364 -3.18896 0.69733  0.0019
N: 0.11543 -2.14102 0.02234  -0.0367
C: 1.81096 -3.27723 1.71843  -0.0009
C: 3.20892 -3.19027 1.09079  -0.0003
C: 1.68828 -2.46520 3.00398  -0.0003
H: 1.51947 3.91846 -3.78636  0.0000
H: 0.15791 2.94955 -4.35444  0.0000
H: 0.24959 3.44987 -2.66642  0.0000
H: 2.25828 1.61674 -4.06714  -0.0002
H: 2.06356 2.11320 -1.08541  0.0054
H: 3.39082 1.34106 -1.98516  0.0000
H: 3.07868 3.05707 -2.15471  0.0000
H: 0.56456 0.38125 -5.31555  0.0000
H: -1.16983 -1.61215 -4.57700  0.0000
H: -2.16494 -2.63509 -2.58946  0.0002
H: -4.44711 -1.69040 -1.76728  0.0001
H: -5.38205 0.22641 -0.04182  -0.0001
H: -2.14701 1.82789 1.56785  -0.0002
H: -4.83197 2.75782 0.45249  0.0000
H: -3.73122 3.72844 1.42685  0.0001
H: -3.27336 3.22199 -0.20620  0.0002
H: -4.98933 1.07541 2.37794  0.0000
H: -3.54209 0.31827 3.02713  -0.0001
H: -3.86248 2.03315 3.33174  0.0001
H: -1.39615 -4.62457 -1.38334  0.0000
H: 0.38878 -5.37160 0.56312  0.0001
H: 1.72383 -4.31601 2.04125  -0.0004
H: 3.47432 -2.20777 0.69621  -0.0001
H: 3.96087 -3.43601 1.84048  0.0000
H: 3.30593 -3.90253 0.27209  0.0000
H: 1.83265 -1.39747 2.84840  0.0012
H: 0.72600 -2.63100 3.49539  0.0002
H: 2.45897 -2.78096 3.70666  0.0000

Cartesian forces, eV/Å:
Fe -0.40 -0.11 -0.23
N 0.08 0.12 -0.07
C 0.01 -0.05 0.02
C -0.03 0.03 -0.05
N 0.02 0.05 0.10
C -0.03 -0.06 0.00
C 0.02 0.10 -0.01
N 0.05 -0.11 0.14
C -0.02 -0.02 -0.06
C 0.01 -0.01 -0.01
N 0.17 0.08 0.03
H -0.01 -0.02 -0.03
H 0.00 0.01 0.03
H 0.00 0.00 0.00
H -0.01 0.01 0.03
H 0.04 0.00 0.13
H 0.02 -0.04 0.02
H 0.00 0.01 -0.02
H -0.02 0.00 0.01
H -0.13 0.05 0.09
H -0.01 -0.01 0.01
H -0.01 -0.05 0.03
H -0.02 0.05 -0.03
H -0.03 0.00 0.00
H 0.02 0.02 0.00
H -0.04 0.04 -0.02
H 0.01 -0.01 -0.01
H -0.03 0.03 -0.01
H -0.08 -0.02 0.00
C -0.04 -0.02 0.04
C -0.05 0.02 0.10
C -0.05 -0.11 0.00
C 0.21 -0.12 -0.08
C -0.03 0.01 0.00
C 0.04 -0.02 -0.01
N 0.08 -0.03 -0.06
N -0.11 0.07 0.12
B -0.08 -0.01 0.01
N 0.07 -0.01 0.04
C 0.00 0.01 0.00
C 0.00 0.01 -0.03
C 0.02 -0.02 0.01
N 0.15 0.06 0.02
C 0.04 -0.03 0.00
C 0.00 0.00 0.00
C 0.00 0.01 0.01
N 0.02 -0.01 0.02
C 0.02 -0.01 0.00
C 0.01 0.00 -0.02
C 0.03 0.00 -0.02
N -0.10 0.03 0.04
C 0.00 -0.01 0.00
C -0.01 0.00 -0.07
C 0.00 0.02 0.00
H 0.00 0.01 0.00
H 0.01 -0.01 0.00
H 0.01 0.04 -0.05
H 0.00 0.08 -0.03
H 0.11 -0.07 -0.20
H -0.01 -0.02 0.01
H 0.04 0.00 -0.05
H 0.00 0.00 -0.01
H 0.00 0.00 -0.01
H -0.01 0.01 0.00
H -0.01 0.00 0.00
H -0.01 -0.01 0.00
H 0.04 0.01 0.05
H 0.00 0.00 0.00
H 0.00 0.00 0.00
H 0.00 0.00 -0.01
H 0.00 -0.01 0.00
H 0.01 0.00 0.00
H 0.00 0.00 0.00
H 0.00 -0.01 0.00
H 0.00 -0.01 0.00
H 0.00 0.01 0.02
H 0.00 0.02 0.06
H 0.00 -0.02 0.00
H 0.00 0.00 0.00
H 0.04 0.02 0.00
H 0.00 0.00 0.00
H 0.01 0.00 -0.01


It is found that the strongest force on any atom values, taken in the order of the records, are 0.48 8.78 0.47 eV Å⁻¹.